[1]
{"formula": "C11H44O11", "method": "ωB97M-V/def2-TZVPD", "e_tot_ha": -1272.9418, "spin_multiplicity": 1, "e_lumo_ev": 0.6, "symbols": ["C", "O", "H", "H", "H", "H", "C", "O", "H", "H", "H", "H", "C", "O", "H", "H", "H", "H", "C", "O", "H", "H", "H", "H", "C", "O", "H", "H", "H", "H", "C", "O", "H", "H", "H", "H", "C", "O", "H", "H", "H", "H", "C", "O", "H", "H", "H", "H", "C", "O", "H", "H", "H", "H", "C", "O", "H", "H", "H", "H", "C", "O", "H", "H", "H", "H"], "positions_angstrom": [[12.77, 6.90, 8.25], [11.42, 6.45, 7.87], [13.25, 7.09, 7.26], [12.79, 7.78, 8.86], [13.28, 6.06, 8.68], [10.77, 6.37, 8.64], [8.75, 5.69, 10.65], [9.56, 6.44, 9.76], [8.92, 5.98, 11.73], [7.65, 5.80, 10.41], [9.04, 4.61, 10.61], [9.21, 7.41, 9.62], [8.94, 11.23, 6.19], [8.54, 10.06, 6.91], [9.07, 12.13, 6.83], [9.96, 11.03, 5.81], [8.24, 11.51, 5.37], [8.85, 9.30, 6.43], [6.45, 12.96, 8.38], [7.46, 13.98, 8.34], [6.71, 12.36, 7.55], [6.51, 12.48, 9.32], [5.45, 13.31, 8.30], [7.37, 14.58, 7.60], [7.21, 17.37, 7.94], [7.81, 16.37, 7.15], [6.25, 17.55, 7.45], [7.12, 17.04, 8.94], [7.74, 18.34, 7.98], [8.68, 16.12, 7.58], [7.27, 14.24, 11.71], [8.37, 14.07, 10.83], [6.65, 15.12, 11.55], [6.51, 13.36, 11.63], [7.67, 14.33, 12.69], [8.08, 14.12, 9.86], [13.49, 13.81, 8.18], [12.12, 13.55, 8.22], [13.93, 13.63, 7.18], [13.71, 14.84, 8.57], [14.04, 13.14, 8.78], [11.71, 13.03, 8.97], [10.68, 10.96, 10.24], [10.43, 12.33, 9.77], [9.77, 10.50, 10.60], [11.14, 10.40, 9.41], [11.38, 11.05, 11.04], [9.74, 12.72, 10.37], [8.77, 6.55, 5.82], [9.49, 7.64, 6.44], [9.11, 6.46, 4.80], [8.88, 5.68, 6.39], [7.72, 6.79, 5.87], [10.33, 7.31, 6.89], [6.66, 8.49, 10.11], [7.90, 9.03, 9.61], [6.13, 8.02, 9.30], [6.91, 7.76, 10.78], [6.04, 9.25, 10.55], [7.77, 9.59, 8.83], [10.48, 14.93, 6.03], [10.48, 15.66, 7.25], [11.25, 14.15, 6.15], [9.49, 14.62, 5.76], [10.81, 15.71, 5.32], [11.07, 15.09, 7.81]], "lowdin_charge": [-0.0867, -0.1867, 0.0928, 0.0628, 0.0646, 0.0497, -0.1529, -0.1794, 0.0907, 0.0847, 0.0929, 0.1340, -0.1468, -0.1512, 0.0675, 0.0876, 0.0828, 0.0192, -0.0641, -0.1401, 0.0600, 0.0630, 0.0759, 0.0520, -0.1424, -0.1595, 0.0834, 0.0548, 0.0884, 0.0635, -0.1651, -0.1652, 0.0673, 0.1035, 0.0571, 0.0492, -0.1723, -0.1758, 0.0890, 0.0973, 0.0537, 0.0662, -0.0759, -0.1675, 0.0598, 0.0916, 0.0654, 0.0819, -0.1022, -0.1840, 0.0758, 0.0597, 0.0735, 0.0626, -0.1026, -0.1423, 0.0853, 0.0264, 0.0754, 0.0547, -0.1356, -0.1648, 0.0798, 0.0637, 0.0850, 0.0685]}

[2]
{"formula": "C11H44O11", "method": "ωB97M-V/def2-TZVPD", "e_tot_ha": -1271.7822, "spin_multiplicity": 1, "e_lumo_ev": 0.0, "symbols": ["C", "O", "H", "H", "H", "H", "C", "O", "H", "H", "H", "H", "C", "O", "H", "H", "H", "H", "C", "O", "H", "H", "H", "H", "C", "O", "H", "H", "H", "H", "C", "O", "H", "H", "H", "H", "C", "O", "H", "H", "H", "H", "C", "O", "H", "H", "H", "H", "C", "O", "H", "H", "H", "H", "C", "O", "H", "H", "H", "H", "C", "O", "H", "H", "H", "H"], "positions_angstrom": [[-0.38, 0.30, -0.17], [0.93, 0.86, -0.40], [-1.03, 1.13, -0.47], [-0.62, -0.62, -0.70], [-0.62, 0.15, 0.88], [1.55, 0.13, -0.31], [-0.80, 2.34, -2.29], [-0.16, 2.32, -3.52], [-0.06, 2.10, -1.53], [-1.34, 3.26, -2.07], [-1.64, 1.64, -2.26], [0.42, 3.09, -3.58], [-1.86, 1.04, 2.79], [-0.79, 0.26, 2.26], [-1.53, 2.07, 2.91], [-2.72, 1.06, 2.11], [-2.03, 0.60, 3.77], [-1.12, -0.55, 1.86], [-0.58, -2.79, -1.14], [-1.08, -1.92, -1.99], [-1.43, -3.31, -0.69], [0.09, -3.52, -1.58], [0.05, -2.27, -0.42], [-1.79, -1.47, -1.52], [2.76, 0.60, 1.29], [3.13, -0.82, 1.18], [2.05, 0.96, 0.54], [2.34, 0.91, 2.25], [3.63, 1.25, 1.35], [3.97, -0.90, 1.65], [1.91, 1.68, -2.11], [3.24, 1.83, -2.57], [1.97, 1.90, -1.04], [1.25, 2.41, -2.59], [1.72, 0.63, -2.31], [3.53, 2.74, -2.40], [1.05, -1.47, 1.60], [0.09, -2.43, 2.08], [1.36, -0.97, 2.52], [1.87, -2.07, 1.19], [0.54, -0.84, 0.88], [0.20, -2.52, 3.03], [-3.32, -2.11, -0.46], [-2.38, -1.07, -0.59], [-3.94, -1.89, 0.41], [-4.05, -2.19, -1.26], [-2.88, -3.08, -0.26], [-1.88, -1.00, 0.23], [1.33, -1.05, -1.74], [1.49, -1.28, -0.38], [0.35, -0.59, -1.88], [2.05, -0.38, -2.21], [1.55, -1.95, -2.31], [2.36, -1.66, -0.27], [-2.12, -1.57, 1.85], [-1.05, -1.18, 1.09], [-2.91, -0.82, 1.85], [-2.55, -2.54, 1.61], [-1.67, -1.71, 2.84], [-0.28, -1.63, 1.42], [0.41, 2.81, 0.31], [0.55, 4.18, 0.36], [-0.63, 2.55, 0.48], [0.68, 2.51, -0.70], [1.07, 2.20, 0.93], [-0.26, 4.68, 0.20]], "lowdin_charge": [-0.1029, -0.4313, 0.1036, 0.0897, 0.0208, -0.0005, -0.1751, -0.1013, 0.0036, 0.1038, 0.1038, 0.0905, -0.0860, -0.1436, 0.0838, 0.0903, 0.0921, -0.2881, -0.2132, -0.1062, 0.0793, 0.1084, 0.0724, -0.1349, -0.0638, -0.1607, 0.0238, 0.0978, 0.1022, 0.1133, -0.1574, -0.0911, 0.0897, 0.0675, 0.0444, 0.0721, -0.0887, 0.0453, 0.1398, 0.1314, 0.0944, 0.1566, -0.0988, -0.0677, 0.0856, 0.1135, 0.0804, -0.0892, -0.0869, -0.2615, 0.1156, 0.0831, 0.1302, 0.1320, -0.0469, -0.2325, 0.1280, 0.1257, 0.1427, -0.1795, -0.1954, -0.0656, 0.1076, 0.0192, 0.1051, 0.0794]}